22
Properties=species:S:1:pos:R:3:forces:R:3 method="wB97M-V/def2-TZVPD" lumo_energy_ha=-0.0245 e_homo_ev=-5.70 total_charge=0
O -1.19268 2.18927 1.13095 -6.13 0.31 4.56
C -1.52738 1.08165 1.90715 -1.97 -1.66 -2.32
C -0.30250 0.45132 2.49258 1.07 -3.40 -0.72
O 0.83706 0.68542 1.74604 2.38 -1.21 1.31
Pb 0.30379 1.61839 0.08541 1.59 8.51 -3.58
H -2.27116 1.31144 2.69466 0.05 -0.44 -0.55
H -0.01636 0.97258 3.43128 -0.88 -1.61 0.60
O 1.39487 -1.49676 -1.14034 1.02 0.39 1.28
C 0.31452 -1.67704 -0.30700 -2.80 0.18 -2.69
C -0.86723 -1.00787 -0.59505 1.87 -1.37 0.47
O -0.79089 0.21592 -1.27951 -1.52 -2.10 -0.96
C 0.07879 0.08308 -2.41375 0.17 -0.19 -0.38
C 1.46205 -0.20425 -1.83329 0.01 0.07 -0.67
O 1.78379 0.80023 -0.98748 5.02 -4.28 -3.06
Na 2.70112 -0.04589 0.93158 0.09 -0.01 -0.10
H 0.31386 -2.64758 0.18995 0.01 0.35 -0.05
H -1.85534 -1.45769 -0.55259 0.18 0.43 0.82
H 0.06848 1.05946 -2.91073 0.06 -0.34 -0.02
H -0.28714 -0.73007 -3.05583 0.05 0.30 0.09
H 2.17211 -0.38046 -2.65848 -0.01 -0.04 0.29
H -0.35607 -0.86248 2.05325 -0.64 3.04 3.29
H -1.96368 0.04136 1.07118 0.39 3.07 2.39